Entry 1:
Formula: C23H21N5O5
Source: OMol25
Level of theory: ωB97M-V/def2-TZVPD

```
54
Properties=species:S:1:pos:R:3:nbo_charge:R:1
C -2.45 1.57 4.32 -0.65
C -1.16 2.09 3.72 -0.07
O -0.78 1.36 2.55 -0.52
C -0.30 0.13 2.73 0.79
O -0.10 -0.37 3.81 -0.59
C 0.04 -0.55 1.45 -0.21
C 1.06 -1.46 1.50 -0.03
C 1.48 -2.13 0.33 -0.33
C 2.58 -3.06 0.37 0.66
O 3.24 -3.36 1.34 -0.59
N 2.87 -3.66 -0.90 -0.39
C 3.89 -4.56 -0.95 0.06
C 4.23 -5.18 -2.11 -0.28
C 3.51 -4.89 -3.29 -0.13
C 2.49 -3.99 -3.24 -0.23
C 2.14 -3.35 -2.03 0.44
N 1.15 -2.49 -2.02 -0.54
C 0.82 -1.87 -0.88 0.49
N -0.20 -0.98 -0.92 -0.37
C -0.87 -0.72 -2.18 -0.26
C -0.47 0.62 -2.81 -0.07
O 0.90 0.70 -3.13 -0.54
C 1.71 1.33 -2.17 -0.24
C -0.65 -0.30 0.21 0.48
N -1.60 0.53 0.01 -0.58
C -2.56 1.14 0.74 0.68
O -3.44 0.53 1.32 -0.60
C -2.56 2.63 0.61 -0.10
C -1.45 3.34 0.19 -0.23
C -1.53 4.73 0.15 0.03
N -2.61 5.40 0.50 -0.41
C -3.67 4.72 0.90 0.03
C -3.70 3.34 0.98 -0.22
H -2.79 2.25 5.10 0.21
H -2.29 0.59 4.76 0.23
H -3.22 1.48 3.56 0.23
H -0.34 2.03 4.45 0.20
H -1.27 3.12 3.37 0.20
H 1.57 -1.66 2.43 0.26
H 4.39 -4.72 -0.01 0.26
H 5.05 -5.89 -2.12 0.24
H 3.78 -5.38 -4.21 0.23
H 1.91 -3.73 -4.11 0.24
H -0.59 -1.53 -2.85 0.25
H -1.94 -0.71 -2.00 0.23
H -1.01 0.72 -3.75 0.19
H -0.76 1.45 -2.15 0.19
H 1.75 0.78 -1.22 0.16
H 2.72 1.37 -2.60 0.20
H 1.37 2.35 -1.97 0.17
H -0.54 2.83 -0.09 0.22
H -0.69 5.33 -0.17 0.19
H -4.53 5.32 1.18 0.19
H -4.57 2.80 1.32 0.24
```

Summary:
Structure (SMILES) ... CCOC(=O)c1cc2c(=O)n3ccccc3nc2n(CCOC)/c1=N/C(=O)c1ccncc1
Frontier orbital gap ... 7.58 eV
Total charge ... 0
LUMO energy ... -0.895 eV
HOMO energy ... -0.312 Ha


Entry 2:
Formula: C37H51BN8NiS3
Source: OMol25
Level of theory: ωB97M-V/def2-TZVPD

```
101
Properties=species:S:1:pos:R:3:mulliken_charge:R:1
Ni -0.79 -0.23 0.46 0.74
C 3.60 -2.91 1.64 -1.75
C 3.25 -2.49 0.26 0.14
C 4.11 -2.50 -0.79 -0.54
C 3.70 -2.09 -2.09 0.26
N 2.48 -1.71 -2.32 -0.78
N 1.63 -1.71 -1.28 1.14
B 0.16 -1.59 -1.61 -0.52
N -0.53 -2.91 -1.68 0.74
N 0.29 -3.97 -1.83 -0.41
C -0.25 -5.14 -1.96 -0.04
C -1.67 -5.31 -1.96 -0.71
C -2.49 -4.25 -1.80 0.50
C -3.98 -4.36 -1.75 -1.87
C -1.89 -2.95 -1.62 1.14
S -2.70 -1.54 -1.29 -0.52
C 0.74 -6.29 -2.16 2.24
C 1.28 -6.20 -3.60 -1.50
C 0.07 -7.65 -1.96 -2.27
C 1.90 -6.15 -1.18 -1.48
N -0.10 -0.60 -2.71 1.16
N -0.45 -1.12 -3.89 -0.77
C -0.49 -0.32 -4.91 0.15
C -0.16 1.07 -4.77 -0.49
C 0.19 1.58 -3.57 0.04
C 0.52 3.02 -3.35 -1.78
C 0.20 0.68 -2.46 0.30
S 0.49 1.13 -0.86 -0.54
C -0.89 -0.89 -6.26 2.22
C -2.14 -0.16 -6.76 -1.76
C 0.27 -0.69 -7.24 -1.52
C -1.19 -2.39 -6.14 -1.93
C 1.92 -2.03 -0.02 0.62
S 0.67 -1.87 1.09 -0.67
C 4.67 -2.11 -3.26 2.29
C 5.85 -1.19 -2.95 -1.80
C 3.98 -1.64 -4.54 -1.98
C 5.17 -3.55 -3.46 -1.51
H 4.67 -3.13 1.73 0.42
H 3.03 -3.80 1.92 0.33
H 3.33 -2.14 2.36 0.37
H 5.13 -2.82 -0.63 0.41
H -2.09 -6.30 -2.07 0.40
H -4.29 -5.39 -1.89 0.40
H -4.43 -3.73 -2.52 0.34
H -4.35 -3.99 -0.80 0.38
H 0.47 -6.27 -4.33 0.37
H 1.98 -7.01 -3.79 0.41
H 1.79 -5.25 -3.75 0.15
H -0.70 -7.85 -2.71 0.38
H -0.39 -7.72 -0.97 0.47
H 0.82 -8.44 -2.04 0.44
H 2.42 -5.20 -1.33 0.11
H 2.61 -6.97 -1.32 0.49
H 1.54 -6.18 -0.14 0.39
H -0.20 1.71 -5.64 0.43
H 0.49 3.58 -4.28 0.45
H 1.51 3.12 -2.90 0.33
H -0.19 3.46 -2.64 0.33
H -1.96 0.91 -6.89 0.33
H -2.97 -0.29 -6.06 0.37
H -2.44 -0.57 -7.73 0.47
H 0.51 0.37 -7.38 0.33
H 0.01 -1.10 -8.22 0.47
H 1.18 -1.19 -6.89 0.21
H -2.00 -2.57 -5.44 0.34
H -0.32 -2.94 -5.79 0.32
H -1.47 -2.77 -7.12 0.47
H 5.52 -0.16 -2.80 0.36
H 6.56 -1.20 -3.78 0.47
H 6.39 -1.50 -2.05 0.33
H 3.60 -0.62 -4.44 0.31
H 3.14 -2.28 -4.80 0.28
H 4.70 -1.66 -5.36 0.51
H 5.70 -3.92 -2.58 0.36
H 5.85 -3.59 -4.30 0.48
H 4.33 -4.23 -3.66 0.16
C 1.06 3.09 2.09 -0.85
N 0.16 2.89 3.20 -0.03
C 0.91 2.59 4.41 -0.97
C -0.79 1.81 2.91 -0.63
C -1.72 2.16 1.78 1.16
C -2.45 3.35 1.87 -0.58
C -3.34 3.72 0.87 -0.71
C -3.50 2.90 -0.23 -0.99
C -2.78 1.72 -0.33 0.23
C -1.88 1.33 0.66 -0.39
H 1.75 3.91 2.30 0.43
H 0.50 3.33 1.19 0.23
H 1.66 2.18 1.88 0.20
H 1.59 3.41 4.64 0.33
H 1.50 1.66 4.31 0.30
H 0.22 2.46 5.25 0.32
H -1.36 1.62 3.82 0.57
H -0.24 0.89 2.67 0.19
H -2.30 3.98 2.74 0.44
H -3.90 4.64 0.96 0.39
H -4.20 3.18 -1.02 0.43
H -2.91 1.10 -1.21 0.27
N -2.58 -1.47 2.56 -0.89
C -1.91 -0.95 1.77 -0.37
```

Summary:
Frontier orbital gap ... 6.56 eV
Total charge ... 0
LUMO energy ... -0.943 eV
HOMO energy ... -0.276 Ha


Entry 3:
Formula: C34H54AsEuN3SSi3
Source: OMol25
Level of theory: ωB97M-V/def2-TZVPD

```
97
Properties=species:S:1:pos:R:3:lowdin_spin:R:1
Eu -11.65 2.22 -15.90 7.02
C -7.32 -3.69 -14.54 0.00
Si -9.00 -2.91 -14.31 0.00
C -10.33 -4.02 -15.11 0.00
C -9.27 -2.52 -12.49 0.00
C -8.94 -1.22 -15.22 0.00
C -7.66 -0.83 -15.62 0.00
C -7.46 0.15 -16.58 0.00
C -8.53 0.96 -16.94 0.00
N -9.73 0.72 -16.36 -0.01
C -10.00 -0.37 -15.64 0.00
S -11.63 -0.62 -15.16 -0.01
H -7.48 -4.72 -14.18 0.00
H -6.63 -3.22 -13.84 0.00
H -6.79 -3.73 -15.49 0.00
H -10.27 -4.84 -14.41 0.00
H -9.95 -4.40 -16.07 0.00
H -11.32 -3.64 -15.18 0.00
H -9.71 -3.33 -11.92 0.00
H -9.95 -1.65 -12.33 0.00
H -8.36 -2.12 -11.99 0.00
H -6.67 -1.33 -15.39 0.00
H -6.39 0.22 -16.94 0.00
H -8.57 1.64 -17.79 0.00
C -14.82 6.00 -17.62 0.00
C -14.86 4.66 -18.28 0.00
C -15.02 4.59 -19.71 0.00
C -15.46 3.42 -20.31 0.00
C -15.67 2.29 -19.51 0.00
C -15.31 2.30 -18.13 0.00
C -15.44 1.00 -17.44 0.00
C -14.79 3.46 -17.47 0.00
N -14.09 3.33 -16.25 0.00
C -14.60 3.62 -15.04 0.00
C -16.08 3.75 -14.72 0.00
C -13.66 3.89 -13.89 0.01
C -14.14 4.86 -12.85 0.00
N -12.43 3.39 -13.88 -0.01
C -11.65 3.19 -12.72 0.00
C -12.17 2.56 -11.58 0.00
C -13.49 1.76 -11.63 0.00
C -11.50 2.73 -10.36 0.00
C -10.27 3.43 -10.28 0.00
C -9.72 3.83 -11.50 0.00
C -10.30 3.62 -12.75 0.00
C -9.52 3.81 -14.07 0.00
H -13.84 6.55 -17.74 0.00
H -15.08 5.95 -16.59 0.00
H -15.56 6.67 -18.06 0.00
H -14.78 5.50 -20.29 0.00
H -15.70 3.40 -21.38 0.00
H -16.10 1.40 -19.97 0.00
H -14.49 0.69 -16.97 0.00
H -15.74 0.25 -18.19 0.00
H -16.21 0.99 -16.65 0.00
H -16.65 3.19 -15.49 0.00
H -16.39 4.81 -14.67 0.00
H -16.24 3.36 -13.71 0.00
H -14.42 5.80 -13.33 0.00
H -13.37 5.19 -12.06 0.00
H -15.05 4.57 -12.34 0.00
H -13.82 1.64 -12.68 0.00
H -14.27 2.24 -11.03 0.00
H -13.40 0.80 -11.13 0.00
H -11.91 2.24 -9.48 0.00
H -9.73 3.60 -9.35 0.00
H -8.74 4.29 -11.55 0.00
H -9.51 2.86 -14.65 0.00
H -8.50 4.08 -13.86 0.00
H -10.04 4.57 -14.69 0.00
C -9.30 4.31 -21.71 0.00
Si -9.50 4.15 -19.86 0.00
C -9.66 5.87 -19.14 0.00
C -7.84 3.51 -19.21 0.00
As -11.36 2.87 -19.24 -0.01
Si -11.61 0.71 -20.34 0.00
C -13.11 0.62 -21.50 0.00
C -11.82 -0.61 -19.08 0.00
C -9.91 0.36 -21.12 0.00
H -8.85 5.31 -21.92 0.00
H -10.20 4.28 -22.32 0.00
H -8.63 3.48 -22.10 0.00
H -8.75 6.43 -19.42 0.00
H -9.94 5.98 -18.10 0.00
H -10.47 6.43 -19.65 0.00
H -7.87 3.39 -18.15 0.00
H -7.08 4.23 -19.32 0.00
H -7.49 2.62 -19.75 0.00
H -13.98 0.80 -20.86 0.00
H -13.21 -0.29 -22.05 0.00
H -13.14 1.50 -22.19 0.00
H -12.70 -0.40 -18.34 0.00
H -10.98 -0.73 -18.47 0.00
H -12.13 -1.61 -19.51 0.00
H -9.75 0.93 -22.02 0.00
H -9.90 -0.71 -21.39 0.00
H -9.18 0.61 -20.38 0.00
```

Summary:
Multiplicity ... 8
Frontier orbital gap (spin up / spin down) ... 3.77 / 3.80 eV
Total charge ... 0
LUMO energy (spin up / spin down) ... -1.723 / -1.693 eV
HOMO energy (spin up / spin down) ... -0.202 / -0.202 Ha


Entry 4:
Formula: C3H5NO
Source: OMol25
Level of theory: ωB97M-V/def2-TZVPD

```
10
Properties=species:S:1:pos:R:3:nbo_charge:R:1
C -1.41 -0.12 0.29 0.38
N -0.58 -1.07 0.46 -0.50
C 0.69 -0.69 -0.19 -0.30
C 0.61 0.81 -0.03 -0.09
O -0.98 1.07 -0.14 -0.51
H -2.47 -0.31 0.45 0.19
H 1.51 -1.23 0.29 0.22
H 0.66 -1.00 -1.25 0.20
H 0.90 1.48 -0.82 0.21
H 1.02 1.09 0.96 0.20
```

Summary:
Structure (SMILES) ... C1=NCCO1
Frontier orbital gap ... 10.55 eV
Total charge ... 0
LUMO energy ... 1.025 eV
HOMO energy ... -0.350 Ha


Entry 5:
Formula: C8H13N2OS
Source: OMol25
Level of theory: ωB97M-V/def2-TZVPD

```
25
Properties=species:S:1:pos:R:3:nbo_charge:R:1
C -0.15 0.16 0.48 0.02
C -0.63 -0.99 0.00 -0.16
C -0.83 0.18 2.82 -0.33
C -1.98 -2.93 0.86 -0.29
C -0.50 0.82 1.67 -0.29
C -1.70 -1.62 0.79 -0.26
C 1.37 0.60 -1.46 0.41
C -0.46 2.06 -1.18 -0.43
N 3.46 -0.22 -1.96 -0.53
N 0.51 1.23 -0.46 -0.45
O 2.57 0.17 -0.98 -0.31
S -0.29 -1.55 -1.57 0.01
H -1.44 0.82 3.56 0.22
H -0.90 -0.86 3.03 0.22
H -2.63 -3.31 1.58 0.22
H -1.44 -3.64 0.21 0.21
H -0.48 1.88 1.67 0.21
H -2.11 -0.86 1.49 0.23
H 1.19 0.66 -2.56 0.27
H -0.19 3.07 -1.19 0.24
H -0.72 1.74 -2.25 0.26
H -1.38 1.93 -0.63 0.25
H 4.37 -0.20 -1.53 0.40
H 3.10 -0.98 -2.52 0.39
H 1.23 1.84 0.10 0.48
```

Summary:
Frontier orbital gap (spin up / spin down) ... 6.39 / 6.39 eV
Total charge ... +1
LUMO energy (spin up / spin down) ... -5.140 / -5.140 eV
HOMO energy (spin up / spin down) ... -0.424 / -0.424 Ha


Entry 6:
Formula: C24H23CeCl2N7O7S3
Source: OMol25
Level of theory: ωB97M-V/def2-TZVPD

```
67
Properties=species:S:1:pos:R:3:nbo_charge:R:1
Ce -0.29 0.73 -0.54 1.47
O 1.06 3.29 -4.31 -0.61
C 1.03 2.38 -3.37 0.86
O 0.06 2.20 -2.66 -0.62
C 2.31 1.56 -3.34 -0.17
O 2.51 0.85 -2.15 -0.46
C 3.16 1.57 -1.09 -0.15
C 2.00 1.78 -0.14 0.74
O 1.71 0.83 0.67 -0.68
O 1.15 2.67 -0.37 -0.56
H 0.22 3.78 -4.34 0.52
H 3.16 2.20 -3.59 0.24
H 2.20 0.82 -4.14 0.26
H 3.59 2.51 -1.42 0.22
H 3.91 0.92 -0.65 0.23
N 0.89 1.43 3.29 -0.79
C -0.31 2.00 2.97 0.27
N -0.90 1.91 1.80 -0.54
C -2.15 2.53 1.84 0.14
C -2.50 3.06 3.02 -0.42
S -1.23 2.81 4.17 0.43
C -2.95 2.59 0.60 0.12
C -4.26 2.89 0.52 -0.40
S -4.75 2.97 -1.13 0.48
C -3.15 2.58 -1.62 0.30
N -2.31 2.38 -0.62 -0.58
N -2.82 2.57 -2.93 -0.77
H 1.46 1.13 2.52 0.43
H 1.37 1.77 4.11 0.41
H -3.38 3.62 3.28 0.27
H -4.95 3.05 1.33 0.26
H -3.53 2.49 -3.63 0.42
H -1.88 2.30 -3.19 0.42
Cl -3.41 -0.92 -4.36 0.07
C -1.68 -0.70 -4.31 -0.33
Cl -1.14 0.64 -5.36 0.01
C -1.16 -0.41 -2.90 0.78
O 0.06 -0.48 -2.69 -0.63
O -1.97 -0.11 -1.97 -0.65
H -1.19 -1.60 -4.68 0.26
S -2.34 -0.83 1.23 -0.09
C -1.48 -1.38 2.64 0.12
N -1.73 -0.72 3.79 -0.47
C -1.18 -1.02 4.98 0.09
C -0.30 -2.07 5.07 -0.26
C -0.03 -2.80 3.91 -0.09
C -0.62 -2.47 2.71 -0.24
H -2.39 0.06 3.75 0.45
H -1.48 -0.41 5.82 0.24
H 0.15 -2.32 6.02 0.26
H 0.64 -3.65 3.96 0.25
H -0.44 -3.05 1.82 0.25
N 0.37 -3.71 -1.16 -0.51
C -0.29 -2.60 -0.82 0.28
N 0.45 -1.73 -0.16 -0.54
C 1.71 -2.35 -0.04 0.07
C 2.87 -1.96 0.62 -0.21
C 3.95 -2.82 0.58 -0.19
C 3.89 -4.06 -0.09 -0.19
C 2.74 -4.47 -0.72 -0.24
C 1.66 -3.60 -0.68 0.16
H -0.02 -4.48 -1.69 0.44
H -1.34 -2.46 -1.05 0.25
H 2.93 -1.02 1.14 0.23
H 4.87 -2.55 1.08 0.23
H 4.76 -4.70 -0.09 0.24
H 2.68 -5.43 -1.22 0.24
```

Summary:
Frontier orbital gap (spin up / spin down) ... 5.16 / 5.17 eV
Total charge ... +2
LUMO energy (spin up / spin down) ... -7.888 / -7.884 eV
HOMO energy (spin up / spin down) ... -0.480 / -0.480 Ha


Per-record total energy, Eh: -1539.08290; -4606.31002; -5705.01431; -247.26326; -895.06657; -4428.17324
Per-record energy relative to the best compared isomer or geometry (same formula, charge and spin), kJ/mol: 43.49; 51.87; 3.36; 115.46; 673.31; 55.30